C38H94Br14N6O6 | ωB97M-V with the def2-TZVPD basis set

Geometry as XYZ:
```
158
Properties=species:S:1:pos:R:3:forces:R:3:mulliken_charge:R:1
Br 17.26029 20.09565 15.57180 0.2760 -0.3062 -0.6964 -0.1546
C 18.74392 19.46594 14.39354 -0.5093 0.3294 0.2130 -0.1639
C 18.36978 19.44713 12.90770 -0.2563 -0.8019 1.1856 -0.1297
Br 19.98260 18.96706 11.90866 -0.3567 0.0246 -0.0320 -0.2103
H 18.97594 18.45509 14.71982 -0.1000 -0.0098 -0.0352 -0.3246
H 19.54224 20.11228 14.70421 0.4318 0.3221 -0.3587 0.5179
H 17.98922 20.34185 12.44337 0.0232 0.3947 0.2942 0.4833
H 17.59955 18.66209 12.86912 0.3876 0.1209 -0.7332 -0.0153
Br 16.39060 9.02164 20.14099 0.3025 -0.7132 1.2801 -0.1142
C 15.72343 9.69976 18.54818 -0.7311 -0.5027 -3.2526 0.2067
C 14.92892 8.69828 17.59256 1.0499 1.7903 -1.3341 -0.3241
Br 16.26646 7.41052 16.82731 -0.9329 0.5371 0.3989 -0.1783
H 16.59289 10.04701 17.97042 -0.3707 -0.0378 0.1964 -0.1780
H 15.10226 10.55100 18.73954 -0.4397 0.4170 0.2732 0.1237
H 14.43260 9.21884 16.68029 1.3258 -0.5037 1.5256 -0.1681
H 14.09330 8.19854 18.01275 -0.2614 -0.8795 0.8716 0.5622
Br 11.78413 13.75056 8.56063 -0.3809 -0.3598 -0.5431 -0.1928
C 12.04921 13.65486 10.49856 -2.1572 -0.7160 -0.6336 0.0607
C 12.50922 15.01404 10.78585 0.1739 1.5106 0.8966 -0.3281
Br 12.46832 15.33249 12.74381 0.2138 -0.0509 -0.3349 -0.1116
H 12.77041 12.88372 10.52342 0.8378 -0.5948 0.7899 -0.2469
H 11.08401 13.31677 10.99195 1.2281 0.6420 -0.6628 0.4066
H 11.85692 15.78472 10.35442 0.1556 -0.3445 0.3062 0.4653
H 13.52094 15.19011 10.41858 0.0076 -0.0156 0.2799 -0.0924
Br 13.90240 17.58326 8.00146 -1.3637 0.0646 -0.6111 -0.1217
C 15.60480 17.40734 8.76820 0.7377 -0.8853 -0.0372 -0.1713
C 15.94433 18.49833 9.73189 -1.1587 0.4214 -0.4861 -0.2950
Br 14.67192 18.44179 11.23827 0.6825 0.0497 -0.1135 -0.1264
H 16.28371 17.39392 7.90490 0.1054 0.0806 0.4453 0.4497
H 15.64676 16.43209 9.28381 -0.0176 0.3303 -0.2908 -0.2353
H 15.85790 19.50494 9.28858 0.1824 -0.5151 0.3126 0.4441
H 16.93135 18.24989 10.03779 0.8512 0.3348 0.8885 0.0915
Br 14.43890 10.62018 10.15757 -0.1743 0.1710 -0.0836 -0.1720
C 15.38744 9.35611 11.27758 1.0438 -0.8584 -0.7607 -0.2541
C 14.79721 7.95892 11.03149 0.1438 1.4925 0.0505 -0.6201
Br 15.55875 6.69284 12.25550 -0.0530 -0.0964 0.1738 -0.1737
H 15.28429 9.65146 12.30631 0.1239 0.2981 0.3001 0.1578
H 16.44657 9.39768 10.90187 -1.0475 -0.0250 0.7831 0.2114
H 15.09149 7.68809 10.04091 -0.1143 -0.5312 -0.5738 0.4197
H 13.71482 8.02739 11.11620 0.0638 -0.4460 0.1569 0.3937
Br 12.83764 15.72183 16.42343 0.2224 0.6292 0.2086 -0.0288
C 12.92713 17.47544 17.35547 -0.6702 -0.2234 0.3492 0.3879
C 13.60568 18.52861 16.58863 1.0156 1.2185 -1.5381 -0.2593
Br 13.86234 20.16415 17.64835 -0.3122 -0.1385 0.2866 -0.2208
H 13.45787 17.34833 18.26563 0.5452 -0.6364 0.7601 -0.0683
H 11.89954 17.73118 17.58004 -0.0781 -0.0905 -0.2373 0.0559
H 13.02916 18.91628 15.74489 0.1421 -0.4340 -0.0117 0.5222
H 14.65588 18.32270 16.32229 -0.7881 -0.3210 -0.0181 -0.1771
Br 16.25105 11.00362 15.03202 -0.1150 0.8126 -0.4180 -0.2225
C 15.92585 12.80899 14.19097 0.2854 0.3020 0.2468 1.0071
C 16.44665 13.90484 15.14484 0.9890 -0.6883 -1.4573 0.6017
Br 16.29246 15.68526 14.29976 -0.2859 -0.5028 0.2742 -0.0081
H 14.84788 12.88043 14.00340 0.3587 -0.0935 0.1914 0.0257
H 16.47602 12.77708 13.24396 -0.0330 0.0174 0.3011 -0.4842
H 17.52996 13.81983 15.29050 -0.2936 -0.2194 -0.1353 -0.3615
H 15.98376 13.84484 16.09913 -0.8179 0.5996 0.4292 -0.4397
C 18.26150 15.30962 10.29536 -0.1804 -1.3599 -0.4658 -0.8084
C 17.45967 14.10582 9.70942 -0.6230 0.0418 1.3912 -0.1812
C 18.11491 12.76059 9.91162 2.0435 1.1211 1.8254 -1.1484
O 18.22116 12.46484 11.33666 -0.6100 1.0669 -0.8979 0.2123
C 18.67411 11.16637 11.53236 -0.0172 -0.9212 -0.2119 -0.8268
N 16.04792 14.06402 10.17383 0.3558 0.6761 -0.8720 -0.0921
H 19.30585 15.01977 10.16803 0.1772 0.4713 -0.0915 0.4849
H 18.13239 15.46610 11.36530 -0.4381 -0.1217 -0.1557 -0.3310
H 18.03676 16.21544 9.73747 0.0851 0.0621 0.0755 0.4637
H 17.41875 14.18095 8.64591 -0.0554 0.4751 -0.9663 0.3818
H 19.13728 12.74008 9.43716 -0.7334 -0.0193 0.4372 0.3219
H 17.52937 11.99419 9.51241 -1.0759 -1.2147 -1.0691 0.6684
H 19.64426 11.18392 11.97746 1.1026 0.0123 0.0243 0.2059
H 18.70114 10.66255 10.55113 0.1673 -0.3269 0.5448 0.4491
H 18.09284 10.57529 12.25235 -0.4991 0.3157 -0.2548 0.1281
H 15.99066 13.76447 11.12370 0.2204 -0.0410 0.8729 0.0009
H 15.57077 13.34046 9.65649 -0.1819 -0.1036 -0.2365 0.1096
C 17.26653 19.26015 19.39069 -1.9687 -1.9329 1.9214 -1.5603
C 16.81218 17.72483 19.19506 0.3274 3.0000 -0.7988 0.2536
C 15.84502 17.37899 20.25575 -1.1678 -0.0443 0.1141 0.0497
O 16.49592 17.43713 21.47682 0.5525 -0.2170 0.8322 -0.3854
C 15.82649 16.79438 22.54758 1.4327 0.5421 -0.3839 -0.7679
N 16.21259 17.53527 17.87962 -0.1028 -0.4134 -0.5239 0.5535
H 17.89953 19.60731 18.65255 1.4014 0.5366 -1.6951 0.5121
H 17.76064 19.36220 20.37187 -0.1496 -0.1293 -0.4173 0.3848
H 16.37011 19.90872 19.41290 0.3208 -0.4128 -0.1101 0.2216
H 17.65628 17.08741 19.21621 1.2128 -0.6139 0.8385 0.1931
H 15.52081 16.36252 20.03614 -0.4433 -0.3848 0.1527 -0.1476
H 14.95562 18.06993 20.25072 0.5531 -0.4987 -0.1932 0.4804
H 14.88537 17.27259 22.70479 -0.7563 0.4458 0.6152 0.3263
H 16.54018 16.85904 23.38200 -0.6762 0.0853 0.0076 0.2753
H 15.64677 15.75912 22.33736 -0.0991 -0.8600 -0.2705 0.2127
H 16.11952 16.51970 17.68082 0.1224 0.7906 0.1937 -0.3848
H 16.89538 17.90872 17.22043 -0.3954 -0.1897 -0.1649 -0.1914
C 12.58692 12.03511 15.18787 0.1905 -1.4400 -2.0574 -0.0926
C 11.27583 11.29256 14.97868 -0.8599 1.5091 -0.3732 0.6863
C 11.09720 10.19371 16.00033 -0.7742 -0.1974 0.9182 -0.9027
O 11.96933 9.10840 15.86134 0.3576 -0.9010 -0.5550 -0.1758
C 11.53271 8.24379 14.77600 1.7393 1.4708 1.2320 -0.8436
N 10.14205 12.25995 14.98736 0.2364 1.0594 1.0767 -0.4943
H 12.57599 12.69821 15.99369 -0.0887 0.9759 1.6350 0.1227
H 12.68752 12.63366 14.26675 0.5371 -0.0948 0.4017 -0.1386
H 13.40207 11.27680 15.30404 -0.4973 0.8143 -0.2101 -0.2166
H 11.29708 11.03432 13.91364 0.0770 -1.1449 0.3423 0.0919
H 10.03604 9.82483 16.04741 0.6231 0.3093 -0.1999 0.4638
H 11.32137 10.61778 17.00241 -0.2060 -0.0452 -0.4687 0.1327
H 10.60643 7.85335 15.07456 -1.5367 -0.6458 -0.1554 0.3298
H 12.25797 7.46907 14.63500 0.4444 -0.4914 0.1942 0.2602
H 11.55098 8.85936 13.90668 -0.6235 0.1300 -1.0152 0.3231
H 10.33393 13.11736 15.57955 -0.5802 -1.6449 -0.7585 0.1053
H 9.21837 11.84597 15.19533 0.9396 0.4454 0.0164 0.2205
C 8.80262 17.96237 14.56214 0.6239 -0.8252 0.8853 -1.7137
C 9.33718 16.63809 15.16991 -0.7292 2.0911 1.1272 1.3134
C 9.24817 16.63006 16.69977 -2.4487 0.5303 -0.0302 -0.7630
O 9.79513 17.77884 17.33000 0.2083 -0.5671 -0.8992 -0.4081
C 9.66483 17.91184 18.74548 -0.9305 1.7720 -2.1913 -0.9467
N 8.65926 15.48487 14.65475 -2.4365 1.5855 0.9343 -0.5582
H 9.08593 18.80076 15.18717 0.3045 0.2166 -0.0769 0.3667
H 7.72883 18.00331 14.48238 -0.5554 -0.2877 -0.0498 0.4405
H 9.25091 18.01193 13.59209 0.0731 0.4946 -0.7455 0.4222
H 10.37152 16.62616 14.98434 1.5270 -0.2723 -0.7481 -0.3903
H 9.65368 15.68216 17.00914 0.4787 -0.3576 0.6674 0.2395
H 8.13984 16.60298 16.87291 0.5999 -0.1149 0.3630 0.3450
H 10.32371 18.74049 18.90383 0.8197 0.1881 0.8462 0.3203
H 9.94005 17.01352 19.21476 0.1364 -1.0527 1.1032 0.3578
H 8.68238 18.36036 18.97851 -0.0128 -0.9336 0.2330 0.2570
H 7.84496 15.82390 14.11046 0.8951 -0.8598 0.3136 0.2721
H 9.25925 14.94161 14.13892 1.3030 -1.6341 -1.7186 0.2565
C 20.15183 15.35386 13.07128 -0.4942 1.2459 -1.3319 -1.2175
C 20.30827 15.64161 14.51820 0.9860 -0.4577 -0.6675 1.6735
C 20.77571 14.33950 15.14744 -0.0410 -0.8015 -0.2385 -1.4066
O 19.75289 13.32957 15.02032 0.1730 0.7740 -0.3885 0.2165
C 20.18200 12.06163 15.42967 1.2526 0.5157 0.8126 -0.9831
N 21.35160 16.63571 14.65906 0.4922 0.1517 0.5928 -0.5869
H 19.52560 14.53927 12.86811 -1.2399 -1.2462 0.0406 0.2573
H 21.09138 15.02585 12.67016 0.8520 0.2015 -0.3348 0.2796
H 19.74988 16.19758 12.46813 0.5287 -0.3639 0.5628 -0.0193
H 19.39466 15.99622 14.93560 -1.0141 -0.0021 0.5375 -0.2545
H 20.96363 14.49711 16.19682 0.4106 -0.0558 0.5987 0.4491
H 21.72195 14.01075 14.61510 -0.8992 0.3026 0.6450 0.2777
H 20.31908 12.03976 16.52656 0.3899 0.0312 -0.3002 0.1826
H 21.10292 11.76162 14.89874 -0.0973 0.1176 0.3137 0.3698
H 19.44908 11.33553 15.22410 -1.2173 -0.7278 -0.5464 0.2142
H 21.20644 17.24777 15.45318 0.1802 0.0680 -0.3103 0.2954
H 21.54494 17.13953 13.80283 -0.2068 0.1105 0.2967 0.2130
C 18.31360 14.06601 20.21329 -1.2785 -1.1925 0.8803 -1.3851
C 17.79792 12.87263 19.37443 0.6219 0.7363 0.1628 0.3143
C 17.07937 13.45698 18.16974 -0.0710 -1.0543 0.4201 -0.6587
O 15.99627 14.29287 18.38658 -1.3413 0.8970 1.4728 1.0565
C 14.80075 13.72840 18.94849 -0.0109 0.3099 -2.0961 -0.7279
N 18.95836 12.03328 18.99383 -0.5668 0.4789 -1.1951 -0.5209
H 18.53778 13.66354 21.21461 0.0157 0.4788 -0.1528 0.4645
H 17.50831 14.81467 20.28492 0.4003 -0.1307 0.1675 0.0577
H 19.20498 14.48845 19.81412 0.6412 0.3480 -0.5342 0.3299
H 17.12291 12.30692 20.00169 -0.5223 -0.2759 0.1524 0.2256
H 16.71240 12.70586 17.49190 0.4706 -0.8879 -0.4894 -0.0434
H 17.77667 14.11584 17.73409 1.1144 0.4575 -1.1681 0.1914
H 14.06426 14.54806 18.90109 0.3567 -0.3680 0.7817 0.0106
H 14.93562 13.19174 19.86842 0.1188 0.3066 0.8323 0.4308
H 14.38647 12.99591 18.24057 0.1245 -0.1859 -0.1274 -0.1482
H 19.18639 11.47792 19.78524 0.3899 -0.6034 0.5650 0.2886
H 18.83106 11.39868 18.18969 -0.3420 0.5328 0.6616 0.1835
```
Forces are in eV/Å.

Summary:
Orbital gap = 0.3428 hartree
Molecular weight = 1849.86 g/mol
E_tot = -1042747.4087 eV
Total charge = 0